A structure of composition C5H11AgCl4O5P, computed with ωB97M-V/def2-TZVPD.

2S+1   3
Net charge   -1
Expectation value of S²   2.037

Last column: Mulliken charge in e.
Positions of all 27 atoms, in Å:
Ag  -1.128  -0.624  0.817  0.475
P  -0.917  0.004  3.534  1.048
O  -1.994  0.661  4.360  -0.602
O  0.569  0.409  3.588  -0.510
O  -1.218  0.956  2.341  -0.340
O  -1.325  -1.325  2.793  -0.762
C  1.270  0.541  -0.933  -0.229
O  0.797  0.661  0.389  -0.529
H  1.790  1.483  -1.107  0.219
H  1.901  -0.340  -1.041  -0.123
H  0.406  0.404  -1.584  0.142
Cl  1.654  -3.718  -2.163  -0.189
C  2.694  -3.390  -0.718  -0.470
C  1.904  -3.696  0.655  -0.451
Cl  0.272  -2.908  0.710  -0.046
H  2.978  -2.341  -0.639  0.253
H  3.612  -3.975  -0.763  0.374
H  2.571  -3.432  1.476  0.317
H  1.768  -4.773  0.748  0.323
Cl  -2.505  1.381  -0.565  -0.020
C  -2.855  3.015  -1.139  -0.417
C  -1.621  3.544  -1.897  -0.562
Cl  -1.198  2.642  -3.448  -0.198
H  -3.063  3.647  -0.275  0.267
H  -3.754  2.987  -1.755  0.313
H  -0.781  3.612  -1.205  0.359
H  -1.826  4.576  -2.179  0.359

Forces on atoms 1 to 6 (eV/Å):
1.39 1.09 -0.65
-0.43 0.00 -1.52
0.40 -1.00 1.84
-1.04 -1.25 1.18
-0.03 2.38 -2.63
0.57 -0.34 2.69

The ion C5H11BNO3 with charge +1, computed with ωB97M-V/def2-TZVPD.

Net charge   +1
Structure (SMILES)   O=C(B(O)O)[C@H]1CCC[NH2+]1
Energy relative to the best compared isomer or geometry (same formula, charge and spin)   0.0 kJ/mol

Last column: Mulliken charge in e.
Positions of all 21 atoms, in Å:
O  0.906  -1.509  -1.111  -0.519
C  1.168  -0.681  -0.286  0.438
B  2.495  0.084  -0.006  0.571
O  3.505  -0.528  0.642  -0.521
O  2.543  1.372  -0.491  -0.552
C  0.006  -0.188  0.618  -0.324
C  -0.633  1.155  0.208  -0.570
C  -1.705  0.681  -0.781  -0.663
C  -2.225  -0.649  -0.234  -0.862
N  -1.050  -1.259  0.482  -0.126
H  4.303  -0.054  1.043  0.334
H  3.278  2.002  -0.541  0.326
H  0.196  -0.235  1.727  0.412
H  -0.056  1.794  -0.347  0.350
H  -1.161  1.500  1.136  0.364
H  -2.571  1.470  -0.851  0.346
H  -1.357  0.392  -1.695  0.394
H  -2.978  -0.402  0.402  0.437
H  -2.529  -1.255  -0.975  0.410
H  -1.416  -1.744  1.291  0.330
H  -0.721  -1.946  -0.233  0.424

Forces on atoms 1 to 6 (eV/Å):
0.12 -0.77 -0.60
-1.04 0.86 0.99
3.02 2.02 -0.63
1.15 0.13 1.29
-0.96 -0.26 -0.09
0.05 -1.04 2.04

A structure of composition C5H11BaClNTb, computed with ωB97M-V/def2-TZVPD.

2S+1   7
Net charge   -2
Expectation value of S²   12.674

Last column: Mulliken charge in e.
Positions of all 20 atoms, in Å:
Tb  0.924  -0.342  -2.049  0.535
Cl  1.129  -2.760  -1.481  -0.644
C  2.647  0.861  -3.121  -1.041
C  -0.363  -0.680  -4.005  -0.970
H  2.381  0.993  -4.178  0.239
H  2.846  1.858  -2.709  0.213
H  3.591  0.296  -3.096  0.216
H  -0.073  0.001  -4.817  0.191
H  -1.452  -0.671  -3.866  0.230
H  -0.058  -1.696  -4.308  0.217
Ba  -0.396  0.809  1.675  1.109
C  -1.966  -1.316  1.461  -1.470
C  -0.672  1.371  -0.999  -1.143
H  -2.933  -1.057  1.005  0.274
H  -1.460  -2.046  0.812  0.219
H  -2.132  -1.756  2.457  0.346
H  -1.594  1.304  -1.615  0.027
H  -0.530  2.470  -0.816  0.214
N  1.993  -0.336  1.459  -0.737
C  1.744  -0.348  0.295  -0.025

Forces on atoms 1 to 6 (eV/Å):
-1.33 1.96 -0.07
0.23 -1.80 0.13
0.85 0.25 -0.34
-0.39 -0.38 -0.74
-0.02 0.01 -0.05
0.03 0.03 0.05

A structure of composition C5H11Br2NO, computed with ωB97M-V/def2-TZVPD.

Energy relative to the best compared isomer or geometry (same formula, charge and spin)   0.0 kJ/mol

Last column: Mulliken charge in e.
Positions of all 20 atoms, in Å:
Br  -1.225  0.772  4.774  -0.087
Br  -3.050  0.337  2.213  -0.092
C  -2.294  2.890  3.208  -1.147
C  -1.750  1.490  3.059  -0.067
H  -1.533  3.544  3.665  0.347
H  -3.193  2.896  3.848  0.341
H  -2.562  3.299  2.220  0.347
H  -0.844  1.441  2.422  0.358
O  1.769  0.255  -1.746  -0.633
C  1.334  -0.719  -2.354  0.681
N  1.435  -1.979  -1.848  -0.173
C  0.654  -0.620  -3.703  -1.074
C  2.064  -2.218  -0.563  -0.745
H  1.060  -2.765  -2.385  0.251
H  -0.381  -0.997  -3.653  0.309
H  0.628  0.438  -4.014  0.282
H  1.202  -1.197  -4.466  0.314
H  2.039  -3.299  -0.346  0.316
H  1.532  -1.684  0.242  0.225
H  3.115  -1.884  -0.571  0.248

Forces on atoms 1 to 6 (eV/Å):
0.06 -0.05 0.13
-0.10 -0.09 -0.08
-0.17 0.46 0.04
0.68 0.12 -0.50
-0.27 -0.29 -0.16
0.38 -0.04 -0.27

The ion C5H11BrN with charge +1, computed with ωB97M-V/def2-TZVPD.

Net charge   +1
Structure (SMILES)   C=C[C@H](Br)[C@@H](C)[NH3+]
Energy relative to the best compared isomer or geometry (same formula, charge and spin)   155.5 kJ/mol

Last column: Mulliken charge in e.
Positions of all 18 atoms, in Å:
C  0.087  -2.623  0.139  -0.876
C  0.298  -1.340  0.424  -0.088
C  0.857  -0.366  -0.521  -0.174
Br  2.836  0.191  -0.054  -0.129
C  0.032  0.949  -0.481  -0.496
C  -1.507  0.641  -0.621  -1.240
N  0.233  1.641  0.806  -0.157
H  -0.217  -3.250  0.891  0.368
H  0.708  -2.891  -0.716  0.273
H  0.183  -0.990  1.452  0.258
H  0.977  -0.721  -1.570  0.524
H  0.285  1.634  -1.181  0.505
H  -1.730  -0.090  0.225  0.395
H  -1.682  0.392  -1.653  0.333
H  -2.196  1.452  -0.405  0.481
H  1.137  2.184  0.785  0.389
H  0.308  0.994  1.569  0.275
H  -0.608  2.194  0.911  0.356

Forces on atoms 1 to 6 (eV/Å):
2.61 2.45 -1.32
0.44 -0.41 0.80
0.94 1.21 -0.88
-1.48 -0.40 -0.18
-1.95 -2.61 1.03
1.06 -0.42 1.95

A cluster of 2 separate species, C5H11BrNS in total, computed with ωB97M-V/def2-TZVPD.

Net charge   +1
Energy relative to the best compared isomer or geometry (same formula, charge and spin)   0.0 kJ/mol

Last column: Mulliken charge in e.
Positions of all 19 atoms, in Å:
C  -0.708  1.572  -0.764  -1.281
C  -1.374  -0.900  -3.274  -0.090
C  -0.135  0.427  -0.399  0.561
C  0.165  -1.091  1.613  -1.439
C  -0.721  -0.720  0.465  -0.058
N  1.297  0.384  -0.718  -0.183
S  -0.004  -1.703  -3.156  -0.184
Br  -3.040  -1.565  -3.808  0.034
H  -1.715  1.924  -0.515  0.301
H  -0.148  2.419  -1.208  0.246
H  -1.438  0.144  -3.071  0.323
H  0.881  -1.918  1.257  0.341
H  -0.430  -1.683  2.263  0.455
H  0.566  -0.299  2.293  0.343
H  -1.501  -0.213  1.144  0.237
H  -1.113  -1.619  0.032  0.309
H  1.966  0.573  0.056  0.371
H  1.304  1.131  -1.488  0.352
H  1.594  -0.562  -1.075  0.360

Forces on atoms 1 to 6 (eV/Å):
-0.09 0.91 0.45
-0.26 -0.34 -0.25
-1.56 -0.34 1.00
2.35 -2.15 -0.09
-0.96 3.47 2.04
0.90 -0.20 -1.48

A structure of composition C5H11ClFeNRe, computed with ωB97M-V/def2-TZVPD.

2S+1   9
Expectation value of S²   20.041
Energy relative to the best compared isomer or geometry (same formula, charge and spin)   48.0 kJ/mol

Last column: Mulliken charge in e.
Positions of all 20 atoms, in Å:
Fe  0.794  0.376  -1.960  0.484
Cl  0.852  1.471  0.008  -0.394
C  -0.699  0.157  -3.243  -0.723
C  2.421  -0.521  -2.648  -0.742
H  -0.496  -0.589  -4.024  0.260
H  -1.540  -0.152  -2.603  0.221
H  -0.896  1.152  -3.674  0.253
H  2.241  -1.191  -3.500  0.291
H  2.772  -1.074  -1.763  0.200
H  3.138  0.278  -2.896  0.247
Re  0.169  0.046  2.299  0.665
C  -1.509  1.056  1.875  -1.305
C  -0.656  -1.600  2.561  -0.711
H  -2.002  0.608  1.003  0.356
H  -2.273  1.183  2.644  0.369
H  -1.076  2.045  1.618  0.418
H  0.051  -2.502  2.516  0.255
H  -1.511  -2.184  2.113  0.257
N  0.106  0.769  5.432  -0.541
C  0.114  0.672  4.241  0.140

Forces on atoms 1 to 6 (eV/Å):
0.06 -0.13 -0.02
0.54 0.33 -0.29
-0.49 0.16 0.04
0.52 -0.12 0.15
-0.05 0.32 0.31
-0.01 0.08 -0.36

The ion C5H11ClN with charge +1, computed with ωB97M-V/def2-TZVPD.

Net charge   +1
Structure (SMILES)   C/C=C(\Cl)[C@H](C)[NH3+]
Energy relative to the best compared isomer or geometry (same formula, charge and spin)   143.4 kJ/mol

Last column: Mulliken charge in e.
Positions of all 18 atoms, in Å:
C  -1.667  2.216  -0.534  -1.186
C  -0.799  1.147  0.072  0.008
C  -0.409  0.049  -0.468  0.345
Cl  -0.885  -0.429  -2.107  -0.265
C  0.370  -1.013  0.207  0.174
C  0.984  -0.681  1.523  -1.654
N  1.323  -1.573  -0.776  -0.097
H  -2.216  1.701  -1.251  0.389
H  -2.255  2.754  0.290  0.314
H  -1.081  3.079  -1.025  0.276
H  -0.712  1.231  1.155  0.155
H  -0.329  -1.830  0.290  0.276
H  1.767  0.153  1.500  0.398
H  0.322  -0.315  2.183  0.497
H  1.224  -1.629  1.871  0.455
H  0.597  -1.636  -1.436  0.231
H  1.778  -2.411  -0.504  0.331
H  1.987  -0.815  -0.989  0.351

Forces on atoms 1 to 6 (eV/Å):
1.44 2.24 1.70
-1.44 2.73 1.62
0.65 -1.25 -1.59
-0.12 0.40 0.05
-1.15 0.04 1.05
2.33 1.24 -2.35

An isolated molecule of C5H11ClN2, computed with ωB97M-V/def2-TZVPD.

Structure (SMILES)   CC1(Cl)[C@@H](N)C[C@@H]1N
Energy relative to the best compared isomer or geometry (same formula, charge and spin)   50.2 kJ/mol

Last column: Mulliken charge in e.
Positions of all 19 atoms, in Å:
C  -0.247  -1.319  1.299  -1.512
C  0.428  -0.659  0.139  0.762
Cl  1.635  -1.745  -0.603  -0.204
C  0.961  0.760  0.417  -0.003
N  2.218  1.072  -0.224  -0.633
C  -0.392  1.284  -0.189  -0.867
C  -0.602  -0.087  -0.830  -0.098
N  -1.991  -0.600  -0.702  -0.596
H  -1.052  -0.661  1.722  0.292
H  0.418  -1.494  2.100  0.454
H  -0.780  -2.225  0.920  0.314
H  0.977  1.081  1.497  0.287
H  2.199  0.942  -1.230  0.233
H  2.481  2.060  -0.112  0.268
H  -1.094  1.358  0.619  0.305
H  -0.275  2.173  -0.863  0.339
H  -0.227  -0.168  -1.869  0.269
H  -2.640  -0.160  -1.306  0.204
H  -2.019  -1.611  -0.782  0.184

Forces on atoms 1 to 6 (eV/Å):
-1.93 0.15 -0.18
0.06 -0.07 0.17
-0.06 -0.36 -0.02
-0.51 1.19 0.86
0.24 0.93 -0.01
1.35 0.37 -1.10

An isolated molecule of C5H11ClO, computed with ωB97M-V/def2-TZVPD.

2S+1   3
Expectation value of S²   2.008
Energy relative to the best compared isomer or geometry (same formula, charge and spin)   0.0 kJ/mol

Last column: Mulliken charge in e.
Positions of all 18 atoms, in Å:
C  2.290  1.145  -0.384  -1.100
C  0.322  -2.112  0.554  -1.273
C  -1.907  -0.863  0.147  -1.280
C  0.836  1.412  -0.165  -0.278
C  -0.437  -0.950  -0.103  0.817
O  0.359  0.376  0.720  -0.262
Cl  -0.018  -0.809  -1.887  -0.267
H  2.763  1.087  0.512  0.405
H  2.486  0.304  -0.957  0.338
H  2.713  1.972  -1.068  0.323
H  -0.286  -2.794  1.196  0.301
H  0.709  -2.854  -0.114  0.344
H  1.145  -1.649  1.065  0.320
H  -2.290  0.114  -0.341  0.298
H  -2.100  -0.657  1.171  0.376
H  -2.469  -1.788  -0.262  0.287
H  0.373  1.367  -1.085  0.392
H  0.665  2.402  0.505  0.260

Forces on atoms 1 to 6 (eV/Å):
0.04 2.99 -2.63
-1.23 0.03 -0.20
-0.56 0.90 -2.52
-0.13 1.23 4.59
-2.34 -5.56 -2.99
2.81 5.38 1.67

An isolated molecule of C5H11ClSi, computed with ωB97M-V/def2-TZVPD.

2S+1   3
Expectation value of S²   2.007
Energy relative to the best compared isomer or geometry (same formula, charge and spin)   176.3 kJ/mol

Last column: Mulliken charge in e.
Positions of all 18 atoms, in Å:
C  0.690  -1.947  0.029  -0.267
C  1.206  -0.799  -0.757  -1.242
C  0.614  -1.240  1.467  -0.964
C  0.525  0.222  1.149  0.231
C  -0.689  2.193  -0.922  -0.928
Si  -1.089  1.021  0.492  0.438
Cl  1.725  1.351  1.720  -0.175
H  -0.347  -2.134  -0.232  0.218
H  1.327  -2.904  -0.012  0.297
H  2.262  -0.486  -0.785  0.368
H  0.465  -0.300  -1.323  0.611
H  -0.250  -1.530  1.928  0.369
H  1.403  -1.448  2.096  0.457
H  0.164  2.788  -0.674  0.283
H  -0.528  1.490  -1.820  0.259
H  -1.560  2.738  -1.358  0.344
H  -1.867  1.750  1.568  -0.180
H  -2.065  -0.017  0.022  -0.118

Forces on atoms 1 to 6 (eV/Å):
1.36 0.09 0.51
1.41 -2.33 -2.20
0.61 1.53 -2.58
-1.94 1.22 2.12
-1.43 -1.88 -1.89
-0.08 0.37 0.47

The ion C5H11FN with charge +1, computed with ωB97M-V/def2-TZVPD.

Net charge   +1
Structure (SMILES)   C=C[C@@](C)(F)C[NH3+]
Energy relative to the best compared isomer or geometry (same formula, charge and spin)   187.9 kJ/mol

Last column: Mulliken charge in e.
Positions of all 18 atoms, in Å:
C  0.454  -2.154  0.210  -0.898
C  -0.301  -1.309  -0.501  -0.424
C  -0.590  0.096  0.091  1.296
C  -1.967  0.631  -0.103  -1.591
F  -0.454  -0.085  1.522  -0.389
C  0.430  1.140  -0.372  -0.972
N  1.743  0.763  0.323  -0.291
H  0.569  -3.153  -0.126  0.315
H  1.133  -1.997  0.977  0.336
H  -0.839  -1.464  -1.432  0.390
H  -2.091  1.579  0.262  0.459
H  -2.597  -0.042  0.461  0.392
H  -2.041  0.820  -1.221  0.386
H  0.239  2.124  -0.104  0.519
H  0.451  1.011  -1.528  0.368
H  2.092  -0.228  0.076  0.332
H  1.398  0.748  1.357  0.410
H  2.372  1.519  0.108  0.364

Forces on atoms 1 to 6 (eV/Å):
-0.96 -0.37 -2.88
-0.02 1.55 1.56
0.43 -0.31 0.99
0.71 -1.67 -2.45
0.60 0.76 -0.68
0.65 -3.47 -2.06

A cluster of 2 separate species, C5H11FO2 in total, computed with ωB97M-V/def2-TZVPD.

Energy relative to the best compared isomer or geometry (same formula, charge and spin)   212.0 kJ/mol

Last column: Mulliken charge in e.
Positions of all 19 atoms, in Å:
C  2.018  1.694  -0.532  -1.373
C  0.634  0.156  -1.969  -1.457
C  1.065  0.522  -0.550  0.767
C  -0.209  0.924  0.235  -0.524
C  -2.000  -2.102  1.527  0.003
O  -3.181  -2.101  2.333  -0.428
O  -1.304  -3.217  1.606  -0.306
F  0.075  1.216  1.526  -0.294
H  1.722  2.394  0.231  0.347
H  1.887  2.361  -1.403  0.324
H  3.066  1.543  -0.428  0.351
H  -0.354  -0.492  -1.934  0.275
H  1.303  -0.397  -2.586  0.380
H  0.394  1.014  -2.541  0.384
H  1.464  -0.393  -0.094  0.272
H  -0.625  1.814  -0.250  0.310
H  -0.974  0.165  0.091  0.278
H  -3.214  -1.160  2.465  0.355
H  -1.767  -3.942  2.274  0.336

Forces on atoms 1 to 6 (eV/Å):
-0.52 1.50 -0.51
-2.66 -1.66 0.65
-0.63 -0.41 -0.08
0.28 -0.09 -2.43
-0.69 -0.45 1.00
3.15 -1.35 -1.32

no.,calculated total energy (eV)
1,-78976.538
2,-13667.386
3,-42499.972
4,-148986.390
5,-76887.892
6,-87722.200
7,-55884.967
8,-19367.840
9,-20865.373
10,-19926.446
11,-25758.768
12,-9562.740
13,-12173.129